(1)
A 14-piece molecular cluster, C45H113N5O14 overall at a distorted geometry. Source: the Open Molecules 2025 dataset; level of theory: ωB97M-V with the def2-TZVPD basis set.

Cartesian coordinates (Å):
C  1.49218  2.34545  -1.13333
C  0.19777  1.49737  -1.02406
C  0.33879  0.49854  0.22933
C  0.18928  1.07998  1.62989
C  -1.18084  1.79189  1.68889
C  -1.35077  2.88821  0.62041
N  -0.98121  2.35011  -0.74801
O  -1.35002  3.20400  -1.80685
C  -2.85316  3.08917  0.52564
C  -0.57644  4.20999  1.00155
C  0.01638  0.55693  -2.21132
H  1.45721  2.84566  -2.10115
H  2.34658  1.72349  -0.86635
H  1.44738  3.17786  -0.43105
H  -0.43825  -0.26307  0.16409
H  1.22839  -0.12150  0.11861
H  1.03149  1.76335  1.73848
H  0.29469  0.30054  2.38451
H  -1.33689  2.07237  2.73056
H  -1.85704  0.94088  1.60737
H  -3.47301  2.27327  0.15389
H  -3.11776  3.34094  1.55262
H  -3.05244  4.02269  -0.00060
H  -1.14651  4.89295  1.63138
H  0.33399  3.89253  1.50990
H  -0.37933  4.78544  0.09706
H  0.84640  -0.13970  -2.32914
H  -0.02467  1.31877  -2.98979
H  -0.85809  -0.09110  -2.27013
H  -2.28121  3.00485  -1.92856
C  2.73700  -2.76450  -4.27529
C  3.88042  -1.97089  -4.97348
C  5.12813  -2.88914  -5.36978
C  4.83955  -3.53697  -6.68677
C  4.52679  -2.46204  -7.77345
C  3.26750  -1.55213  -7.47519
N  3.41147  -1.04723  -6.06146
O  2.34587  -0.24781  -5.65624
C  3.24432  -0.35006  -8.32423
C  1.97042  -2.31574  -7.68033
C  4.45148  -1.05291  -3.85205
H  2.05841  -3.17679  -5.02204
H  2.19192  -2.13989  -3.56758
H  3.03889  -3.60539  -3.65089
H  6.02219  -2.28235  -5.22634
H  5.23775  -3.63924  -4.58656
H  4.20180  -4.42066  -6.66517
H  5.88167  -3.75572  -6.91966
H  4.45261  -3.13770  -8.62555
H  5.39257  -1.80564  -7.86101
H  4.20825  0.15841  -8.30398
H  3.08177  -0.64335  -9.36137
H  2.48012  0.40749  -8.15040
H  1.90388  -2.70975  -8.69445
H  1.92852  -3.22274  -7.07726
H  1.13845  -1.62328  -7.55212
H  3.79440  -0.26805  -3.47742
H  5.30348  -0.50208  -4.25050
H  4.75782  -1.65247  -2.99484
H  2.77563  0.56216  -5.37189
C  -1.02850  -3.25584  -5.77989
C  -2.58066  -3.32924  -5.70698
C  -2.94795  -4.76068  -5.32068
C  -4.37653  -4.96106  -4.62448
C  -4.58265  -4.01220  -3.46456
C  -3.49882  -2.81073  -3.40208
N  -3.20716  -2.36562  -4.76912
O  -2.61724  -1.11127  -4.68593
C  -4.19807  -1.82047  -2.40007
C  -2.16743  -3.23794  -2.69179
C  -3.03458  -2.94705  -7.12844
H  -0.50570  -3.49977  -4.85507
H  -0.68282  -2.25214  -6.02725
H  -0.76294  -3.91166  -6.60903
H  -3.04215  -5.27589  -6.27661
H  -2.09768  -5.17907  -4.78209
H  -4.62515  -5.95963  -4.26512
H  -5.13614  -4.74001  -5.37430
H  -4.38073  -4.66495  -2.61529
H  -5.60853  -3.83154  -3.14358
H  -4.59581  -2.29442  -1.50270
H  -3.55833  -0.99792  -2.08032
H  -5.03763  -1.36726  -2.92718
H  -2.15781  -3.17413  -1.60370
H  -1.88928  -4.25557  -2.96595
H  -1.40610  -2.50604  -2.96160
H  -4.11696  -3.02925  -7.22739
H  -2.34913  -3.45001  -7.81056
H  -2.86903  -1.88337  -7.29950
H  -1.67926  -1.26610  -4.55244
C  3.38465  -5.54317  5.04392
C  3.16657  -4.34774  4.12391
C  2.06849  -4.88759  3.07765
C  1.33828  -3.81223  2.27619
C  0.73140  -2.82917  3.25342
C  1.82328  -2.12503  4.15637
N  2.62318  -3.16710  4.79062
O  3.25787  -2.87025  5.89067
C  2.67000  -1.03050  3.37447
C  0.97008  -1.26044  5.20027
C  4.42194  -3.94712  3.32830
H  3.71740  -6.46536  4.56752
H  2.41134  -5.74409  5.49159
H  4.07079  -5.30056  5.85536
H  2.59612  -5.48216  2.33187
H  1.32488  -5.48871  3.60091
H  0.63144  -4.18020  1.53250
H  1.99309  -3.23822  1.62057
H  0.08493  -3.45118  3.87251
H  0.13630  -2.12087  2.67700
H  3.19132  -1.53965  2.56386
H  2.13301  -0.12423  3.09444
H  3.50934  -0.79264  4.02794
H  0.32720  -1.87918  5.82634
H  1.69699  -0.56800  5.62483
H  0.14903  -0.76545  4.68166
H  4.96675  -4.83038  2.99493
H  5.02781  -3.21998  3.86894
H  4.09196  -3.48753  2.39664
H  2.53798  -2.81401  6.52327
C  0.16766  2.99485  7.31760
C  -1.06619  1.96382  7.26499
C  -0.57467  0.59530  7.71114
C  -0.29427  0.44714  9.20994
C  -1.64704  0.85600  9.87573
C  -2.25945  2.18872  9.55025
N  -2.15985  2.47406  8.10627
O  -2.75283  3.62263  7.65612
C  -3.71275  2.07306  10.04295
C  -1.55277  3.18835  10.47062
C  -1.60270  1.80778  5.79988
H  0.93068  2.75365  6.57752
H  0.61538  3.28708  8.26747
H  -0.28541  3.88726  6.88583
H  -1.26093  -0.17598  7.36144
H  0.34483  0.33853  7.18513
H  0.58119  0.97897  9.58255
H  -0.18712  -0.57789  9.56480
H  -1.61351  0.84380  10.96515
H  -2.35381  0.06811  9.61535
H  -4.24815  1.27153  9.53404
H  -3.71007  2.08695  11.13285
H  -4.17154  3.01970  9.75748
H  -0.52903  2.85916  10.64859
H  -1.55246  4.26167  10.28065
H  -1.96547  3.27445  11.47579
H  -2.44722  1.12468  5.89071
H  -0.90895  1.42820  5.04973
H  -2.04902  2.71867  5.40090
H  -3.38946  3.18204  7.08851
O  1.62887  7.52538  0.18958
H  2.27762  7.33736  -0.48865
H  1.62536  6.74347  0.74169
O  -2.26201  2.15920  -4.71845
H  -1.65482  2.40571  -4.02075
H  -1.77035  1.53852  -5.25628
O  -0.61886  6.01662  -2.38763
H  -0.65086  5.10820  -2.08764
H  0.22307  6.09149  -2.83683
O  -5.07732  4.07893  -1.72386
H  -5.85160  3.63058  -2.06401
H  -4.47643  4.11808  -2.46792
O  0.10325  1.28281  -6.00475
H  0.54324  1.42357  -6.84311
H  0.74906  0.82200  -5.46919
O  -4.35449  5.48713  3.94778
H  -3.53328  5.42746  4.43592
H  -4.08584  5.52475  3.02983
O  -3.13418  5.31435  -3.61840
H  -2.48492  5.70227  -3.03170
H  -2.61707  4.91245  -4.31647
O  -0.97725  7.60919  -0.11374
H  -1.07433  7.20742  -0.97710
H  -0.03250  7.71735  -0.00424
O  2.62391  5.42200  -1.67609
H  3.39760  4.88447  -1.84549
H  2.21052  5.52450  -2.53331

The value obtained for the HOMO energy is -7.814 eV. The calculation puts the energy above the lowest of the compared OMol25 structures with the same formula, charge and spin at 463.31 kJ/mol. Its LUMO energy is -0.015 Eh. As for the frontier orbital gap: 7.4 eV. The value obtained for the total energy is -84603.1234 eV.

---

(2)
A 11-piece molecular cluster, C45H116N4O15 overall at a distorted geometry. Source: the Open Molecules 2025 dataset; level of theory: ωB97M-V with the def2-TZVPD basis set.

Cartesian coordinates (Å):
C  -1.31473  4.45533  -4.89487
C  -0.75864  3.19456  -5.59995
C  -1.37369  3.05818  -7.04271
O  0.61883  3.32056  -5.67528
H  -0.89472  5.34151  -5.37066
H  -0.87988  4.55832  -3.90069
H  -2.40118  4.41847  -4.97477
H  -0.99459  2.34764  -4.95562
H  -1.31812  3.92196  -7.70520
H  -2.41829  2.80189  -6.86604
H  -0.89208  2.21906  -7.54473
H  0.72005  3.97796  -6.36750
C  5.68519  -6.25921  -0.47456
C  5.84589  -4.81406  -0.83053
C  6.44251  -3.93392  0.33004
O  6.79528  -4.84223  -1.89099
H  4.92156  -6.33329  0.29970
H  6.54611  -6.75530  -0.02644
H  5.42187  -6.92047  -1.30008
H  4.90233  -4.43605  -1.22412
H  5.87636  -3.81905  1.25437
H  6.67935  -2.95514  -0.08710
H  7.40742  -4.36096  0.60329
H  7.02794  -3.94319  -2.13428
C  0.76222  -6.29591  -4.89839
C  -0.31378  -5.31371  -5.36414
C  -0.19812  -5.09833  -6.89424
O  -1.62988  -5.71680  -5.00889
H  0.99372  -6.26198  -3.83380
H  1.74495  -6.18280  -5.35618
H  0.46620  -7.33030  -5.07309
H  -0.07885  -4.34329  -4.92689
H  -1.16814  -4.85541  -7.32799
H  0.00943  -6.04766  -7.38802
H  0.57207  -4.35889  -7.11362
H  -2.12966  -5.89194  -5.80961
C  5.79505  -1.37957  -5.74905
C  6.92277  -0.33185  -5.50417
C  6.32725  0.98212  -4.96300
O  7.74200  -0.90676  -4.51351
H  6.15785  -2.37012  -6.02344
H  5.16771  -1.11193  -6.59929
H  5.18097  -1.58397  -4.87199
H  7.53872  -0.17483  -6.38963
H  5.55728  0.74217  -4.22974
H  5.80750  1.56224  -5.72552
H  6.95711  1.67092  -4.40003
H  8.42236  -0.29653  -4.21971
C  4.87360  3.44771  2.21996
C  3.77870  4.19636  1.48195
C  3.81643  4.01199  -0.01915
O  2.51260  3.97921  1.97415
H  4.70071  3.45880  3.29610
H  5.84656  3.86474  1.96001
H  4.95434  2.41372  1.88461
H  3.90184  5.24120  1.76702
H  3.41829  3.04640  -0.33097
H  4.82969  4.08906  -0.41342
H  3.22040  4.75635  -0.54713
H  1.87970  4.66675  1.75435
C  1.62087  -1.09090  -0.00416
C  0.38948  -0.35286  0.42019
C  -0.88569  -1.21250  0.11209
O  0.33920  -0.01459  1.76939
H  1.90076  -1.12488  -1.05706
H  1.62465  -2.13259  0.31674
H  2.46282  -0.55852  0.43833
H  0.19229  0.58881  -0.09211
H  -1.04660  -1.38605  -0.95190
H  -1.81657  -0.76480  0.46013
H  -0.74938  -2.18522  0.58465
H  0.60385  0.90632  1.82837
C  -2.55428  -6.99074  0.04032
C  -4.04641  -7.21908  -0.30895
C  -4.85887  -5.94180  -0.48216
O  -4.14936  -7.81274  -1.56459
H  -2.06175  -7.96297  0.05642
H  -2.48476  -6.47166  0.99626
H  -2.07236  -6.27955  -0.63054
H  -4.50662  -7.91299  0.39447
H  -4.47550  -5.25873  -1.24015
H  -4.91424  -5.42227  0.47446
H  -5.89587  -6.16318  -0.73456
H  -3.77300  -7.24457  -2.24072
C  0.34678  10.50272  5.00256
O  0.10325  10.12731  3.61620
C  -0.41596  8.84335  3.37972
C  -0.84959  8.54162  1.93782
N  -1.28377  7.15727  1.56697
C  -2.27126  6.65200  2.53661
C  -2.89927  5.37302  2.05942
O  -3.46739  5.62886  0.79728
C  -4.15922  4.56123  0.23364
H  0.74922  9.76139  5.69290
H  -0.59768  10.82074  5.44413
H  1.05105  11.33255  4.94354
H  -1.36247  8.77040  3.91535
H  0.38265  8.16965  3.69027
H  -0.01193  8.72971  1.26622
H  -1.61799  9.24305  1.61274
H  -1.72795  7.09774  0.66184
H  -3.06877  7.37370  2.71333
H  -1.80730  6.45037  3.50211
H  -3.60465  4.93366  2.76477
H  -2.10641  4.62840  1.98860
H  -4.38101  4.85463  -0.79243
H  -5.13000  4.40746  0.70487
H  -3.63073  3.60919  0.18457
C  7.21827  -1.27726  5.12918
O  6.98181  -1.67977  6.44668
C  5.71559  -1.37764  7.09637
C  4.42784  -1.66833  6.30899
N  4.38167  -3.10915  6.19160
C  3.30706  -3.58285  5.35053
C  3.38098  -5.10444  5.33623
O  2.11100  -5.63140  4.91198
C  2.18693  -7.08287  4.65458
H  8.22761  -1.55699  4.82736
H  7.20003  -0.18823  5.08680
H  6.45955  -1.66557  4.44972
H  5.73227  -0.29826  7.24729
H  5.65682  -1.91304  8.04400
H  4.42962  -1.08874  5.38586
H  3.64648  -1.28250  6.96377
H  5.28010  -3.44365  5.87374
H  3.29247  -3.18002  4.33781
H  2.48480  -3.30997  6.01199
H  3.57563  -5.51838  6.32559
H  4.17219  -5.46450  4.67862
H  1.26981  -7.60162  4.37551
H  2.45663  -7.58092  5.58587
H  2.95534  -7.31208  3.91626
C  -5.41645  0.06257  -6.09449
O  -5.80651  1.39520  -6.17710
C  -7.18176  1.49332  -6.40655
C  -7.56252  2.83882  -7.07088
N  -6.90379  2.95573  -8.32640
C  -7.09498  4.19672  -8.94781
C  -6.57593  4.17819  -10.40082
O  -5.16324  4.14978  -10.55284
C  -4.80263  3.78842  -11.86172
H  -4.33118  0.05775  -5.99319
H  -5.67007  -0.60436  -6.91849
H  -5.77345  -0.23949  -5.10990
H  -7.60725  1.50251  -5.40307
H  -7.61351  0.70336  -7.02109
H  -7.26270  3.63402  -6.38834
H  -8.64581  2.88327  -7.18305
H  -5.95965  2.59766  -8.34843
H  -6.61020  5.00854  -8.40556
H  -8.14302  4.48058  -9.04352
H  -6.91641  5.08094  -10.90802
H  -6.99872  3.31553  -10.91576
H  -3.75064  4.02347  -12.02341
H  -5.48265  4.30840  -12.53647
H  -4.97240  2.73536  -12.08611
C  0.10543  -0.01831  10.70523
O  -1.02843  0.21920  9.86695
C  -2.17304  -0.34864  10.32119
C  -3.34250  0.26353  9.53017
N  -3.73256  -0.42977  8.30224
C  -2.65536  -0.70250  7.37401
C  -2.95495  -1.93885  6.52009
O  -3.32183  -3.03593  7.37637
C  -3.46212  -4.28561  6.75321
H  1.00202  0.44183  10.28990
H  0.29453  -1.08898  10.62776
H  0.04353  0.31110  11.74242
H  -2.33060  -0.16579  11.38413
H  -2.11087  -1.42584  10.16671
H  -3.18401  1.32491  9.33923
H  -4.19808  0.15620  10.19694
H  -4.06516  -1.37034  8.45969
H  -1.67370  -0.87578  7.81495
H  -2.44184  0.21114  6.81923
H  -2.06740  -2.23187  5.95928
H  -3.69937  -1.87959  5.72609
H  -2.48715  -4.63784  6.41635
H  -4.17814  -4.14056  5.94428
H  -3.70996  -5.06154  7.47752

The value obtained for the HOMO energy is -8.407 eV. The calculation puts the energy above the lowest of the compared OMol25 structures with the same formula, charge and spin at 511.86 kJ/mol. Its LUMO energy is 0.004 Eh. As for the frontier orbital gap: 8.5 eV. Its SMILES is COCCNCCOC.COCCNCCOC.COCCNCCOC.COCCNCCOC.CC(C)O.CC(C)O.CC(C)O.CC(C)O.CC(C)O.CC(C)O.CC(C)O. The value obtained for the total energy is -85208.9178 eV.